[1]
{
  "formula": "C22H42Br6O15",
  "method": "the ωB97M-V functional and the def2-TZVPD basis",
  "smiles": "CCOC(=O)OC.CCOC(=O)OC.CCOC(=O)OC.CCOC(=O)OC.CCOC(=O)OC.BrC(Br)Br.BrC(Br)Br",
  "homo_energy_ev": -10.27,
  "elements": ["H", "H", "C", "H", "H", "C", "C", "H", "C", "C", "H", "O", "C", "H", "H", "H", "H", "O", "C", "C", "H", "Br", "O", "H", "H", "C", "H", "H", "H", "O", "H", "C", "C", "Br", "H", "O", "H", "O", "H", "H", "C", "H", "H", "Br", "H", "H", "O", "H", "H", "H", "O", "Br", "C", "H", "C", "C", "H", "O", "C", "O", "C", "H", "C", "O", "O", "Br", "H", "C", "H", "C", "C", "O", "H", "H", "H", "C", "O", "Br", "O", "H", "H", "H", "H", "H", "H"],
  "coordinates": [[2.14, -0.81, -2.76], [-2.55, -1.16, -4.00], [1.79, 2.11, 0.30], [-2.89, 2.81, -1.21], [-2.85, -2.61, -3.00], [-1.06, -0.96, 0.58], [-3.21, -1.61, -3.25], [-1.91, 2.69, 3.04], [-2.32, 2.18, -1.89], [-1.97, 0.74, 4.13], [-6.33, 3.69, -2.24], [4.00, -3.90, 1.33], [3.22, 2.64, 0.15], [-3.00, -1.13, -2.29], [3.19, 3.67, -0.20], [6.11, 4.16, -4.11], [-4.90, -2.01, -4.58], [-1.68, 4.03, 6.97], [6.63, 3.26, -3.77], [6.18, 1.84, -4.03], [1.47, 2.51, 1.26], [-3.01, -0.73, 0.56], [-5.82, 1.80, -2.99], [0.23, -6.46, 0.81], [-0.68, 5.37, 8.28], [3.17, -3.91, 0.46], [-3.02, 0.51, 3.99], [-0.43, 2.33, 3.85], [-5.54, 2.52, -1.17], [-1.02, 2.25, 0.52], [-1.46, 0.06, 3.45], [-5.55, 0.52, -2.73], [-3.15, -4.67, 1.40], [-0.33, -1.24, -1.23], [-2.42, -4.12, 1.99], [-5.14, -0.12, -3.84], [6.09, 1.71, -5.11], [-1.89, 3.13, 5.01], [-2.64, 1.20, -1.54], [0.82, -7.07, 2.35], [-6.32, 2.64, -1.93], [-0.27, 3.54, 8.46], [-7.26, 2.23, -1.55], [-4.98, -4.07, 1.96], [-2.65, 2.23, -2.93], [-1.66, 0.44, 5.13], [4.49, -0.32, -4.36], [3.86, 2.06, -0.53], [6.95, 3.45, -2.75], [3.67, 2.54, 1.13], [-5.72, -0.02, -1.63], [-0.41, -2.34, 1.87], [4.15, -2.28, -0.87], [-5.26, -1.90, -2.84], [-0.98, 4.33, 8.22], [1.13, -6.68, 1.38], [5.04, -2.76, -1.27], [0.92, 2.34, -0.79], [1.79, -5.35, 1.74], [-0.23, 2.46, 6.34], [1.94, 0.07, -3.37], [1.19, -4.79, 2.46], [-0.38, 2.39, -0.59], [4.97, 1.69, -3.40], [3.13, -3.21, -0.64], [-2.83, -4.33, -0.55], [1.74, 1.05, 0.56], [-1.22, 3.15, 6.10], [3.74, -1.51, -1.54], [-4.70, -1.46, -3.66], [4.22, 0.67, -3.70], [3.11, 0.93, -3.24], [7.62, 3.38, -4.21], [4.43, -1.82, 0.08], [1.75, -7.41, 0.84], [-1.51, 2.23, 3.94], [-0.96, 2.31, -1.84], [-2.79, -6.52, 1.92], [2.02, -4.62, 0.55], [-0.64, 0.02, 0.81], [0.96, 0.45, -3.08], [-1.77, 4.19, 8.97], [1.85, -0.23, -4.41], [6.94, 1.17, -3.61], [2.70, -5.54, 2.32]]
}

[2]
{
  "formula": "CNa9O3",
  "method": "the ωB97M-V functional and the def2-TZVPD basis",
  "e_above_lowest_kcal_mol": 264.0,
  "homo_energy_ev": -34.26,
  "total_charge": 7,
  "elements": ["Na", "Na", "Na", "Na", "C", "O", "O", "Na", "O", "Na", "Na", "Na", "Na"],
  "coordinates": [[-1.26, 2.79, 1.20], [1.03, 2.25, -1.01], [-2.68, 1.87, -1.92], [1.51, -2.62, -1.84], [-0.08, -0.28, 0.08], [0.93, -0.02, 0.89], [-0.81, 0.70, -0.42], [1.05, 0.82, 3.14], [-0.21, -1.49, -0.35], [-1.31, -1.52, -2.70], [-3.23, -0.43, 0.39], [1.29, -2.59, 1.82], [3.77, 0.51, 0.71]]
}

[3]
{
  "formula": "C6H8ClN3O3S",
  "method": "the ωB97M-V functional and the def2-TZVPD basis",
  "e_above_lowest_kcal_mol": 23.2,
  "homo_energy_ev": -7.90,
  "elements": ["O", "C", "Cl", "S", "H", "C", "H", "H", "C", "C", "H", "N", "H", "N", "H", "C", "N", "C", "H", "H", "O", "O"],
  "coordinates": [[2.83, -1.21, 0.40], [-1.76, 0.54, -0.04], [-3.09, 0.25, 1.07], [-0.18, 0.65, 1.01], [1.15, -1.55, 2.14], [3.06, 1.95, 0.12], [-2.51, 0.23, -2.36], [-2.69, -1.60, -2.60], [-0.29, -1.36, 0.78], [-1.67, -0.82, -0.87], [0.24, -3.06, 1.75], [-0.93, -1.76, -0.20], [3.28, 1.86, -0.97], [0.32, -2.09, 1.72], [3.59, 1.13, 0.65], [-2.31, -0.80, -2.01], [0.99, 0.86, 0.02], [2.36, -1.26, -0.65], [-1.89, 1.42, -0.74], [3.31, 2.96, 0.26], [1.72, 2.00, 0.39], [2.03, -1.52, -1.70]]
}

[4]
{
  "formula": "C22H24N4O5PtS2",
  "method": "the ωB97M-V functional and the def2-TZVPD basis",
  "e_above_lowest_kcal_mol": 0.6,
  "spin_multiplicity": 5,
  "homo_energy_ev": [-14.42, -14.91],
  "total_charge": 2,
  "elements": ["O", "C", "C", "C", "C", "C", "H", "C", "C", "C", "C", "H", "C", "H", "O", "C", "N", "C", "H", "H", "O", "H", "H", "H", "C", "C", "H", "C", "H", "N", "C", "H", "C", "H", "H", "C", "H", "H", "S", "C", "H", "H", "C", "H", "H", "H", "S", "C", "N", "H", "N", "O", "H", "H", "H", "C", "O", "Pt"],
  "coordinates": [[-0.96, -2.54, -0.52], [-2.17, -1.79, 2.59], [1.11, 1.68, 4.20], [-0.63, 0.88, 5.70], [1.96, -0.86, -4.37], [2.60, 0.19, -3.73], [-3.02, 1.57, 0.86], [1.67, -2.04, -3.70], [-1.38, -0.66, 2.79], [-0.59, 0.62, -1.95], [-0.89, 1.50, -3.12], [-1.52, -2.27, -3.18], [1.95, -2.14, -2.35], [0.03, 1.90, -3.55], [0.26, -1.46, -6.19], [-3.55, -0.49, 1.11], [1.21, -0.82, 2.56], [2.86, 0.10, -2.37], [-4.42, -0.42, 0.47], [-1.21, 2.24, 7.25], [1.35, 0.77, -6.29], [-2.84, -1.84, -2.13], [1.86, 3.64, 4.61], [1.77, 1.50, 3.36], [2.50, -1.05, -1.69], [1.16, 2.87, 4.90], [-3.89, -2.56, 1.59], [0.32, 3.08, 5.99], [-1.40, 0.97, -3.92], [0.14, 1.03, -0.95], [-2.76, 0.63, 1.32], [3.33, 0.93, -1.85], [-1.66, 0.56, 2.17], [1.72, -3.05, -1.81], [1.20, -2.86, -4.23], [-2.02, -1.42, -2.71], [-1.09, 1.44, 2.41], [0.36, 2.75, -1.75], [1.42, -0.66, -6.04], [-3.26, -1.70, 1.74], [-2.42, -0.76, -3.48], [2.85, 1.09, -4.28], [0.21, 0.71, 4.61], [0.36, 4.01, 6.54], [1.95, -1.49, 2.76], [2.69, -2.02, 0.10], [0.09, -0.85, 3.76], [-1.08, -0.73, -1.81], [-0.60, -1.37, -0.70], [-1.31, 0.10, 6.02], [2.60, -1.07, -0.26], [2.54, -1.04, -6.96], [-1.93, -2.72, 3.09], [3.38, -0.52, 0.08], [-1.52, 2.35, -2.82], [-0.57, 2.08, 6.39], [0.62, 2.27, -0.93], [0.64, -0.25, 0.70]]
}

[5]
{
  "formula": "C18H18N4O3S",
  "method": "the ωB97M-V functional and the def2-TZVPD basis",
  "e_above_lowest_kcal_mol": 0.0,
  "smiles": "COc1ccccc1NC(=O)CSc1nc2nc(C)cc(C)c2c(=O)[nH]1",
  "homo_energy_ev": -8.03,
  "elements": ["H", "N", "O", "C", "H", "O", "H", "H", "H", "H", "C", "C", "O", "H", "H", "N", "S", "C", "C", "H", "H", "H", "H", "C", "C", "C", "H", "H", "N", "H", "H", "H", "N", "C", "C", "C", "C", "C", "C", "C", "C", "C", "C", "H"],
  "coordinates": [[-1.65, -1.92, 1.03], [0.43, -0.66, 0.65], [5.08, -0.27, -0.45], [-1.84, 1.22, -0.68], [-0.80, -3.38, 1.58], [0.33, 2.88, -1.74], [-3.78, 1.04, 3.21], [1.47, -3.79, 0.08], [0.34, 4.90, 0.20], [-1.30, 2.32, 0.91], [-2.82, 0.61, 0.12], [1.57, -0.02, 0.42], [-2.96, 1.12, 1.39], [4.75, -2.68, 0.29], [-4.89, 0.57, 1.90], [-1.11, 2.25, -0.09], [2.40, 3.77, 0.28], [1.54, -2.71, 0.17], [2.77, -0.67, 0.06], [-1.22, -3.19, -0.12], [4.54, 2.10, -0.25], [0.32, 3.62, 1.46], [4.35, -2.51, -1.40], [3.97, 0.12, -0.17], [-0.90, -2.66, 0.78], [-3.35, -0.88, -1.69], [-2.21, -0.63, -3.48], [3.74, -3.91, -0.49], [3.75, 1.50, -0.05], [-3.60, -0.55, 2.43], [-3.94, -1.70, -2.08], [-4.33, -0.92, 0.20], [1.50, 1.34, 0.54], [-2.39, -0.28, -2.48], [2.75, -2.08, -0.07], [-3.57, -0.44, -0.39], [0.59, 3.87, 0.43], [3.96, -2.85, -0.44], [-0.05, 2.92, -0.59], [-1.63, 0.77, -1.97], [0.41, -1.98, 0.52], [2.54, 2.03, 0.27], [-3.86, 0.50, 2.27], [-0.88, 1.24, -2.58]]
}

[6]
{
  "formula": "C35H33BCrO5S",
  "method": "the ωB97M-V functional and the def2-TZVPD basis",
  "e_above_lowest_kcal_mol": 8.6,
  "spin_multiplicity": 4,
  "homo_energy_ev": [-16.46, -16.86],
  "total_charge": 3,
  "elements": ["C", "H", "O", "O", "C", "C", "H", "C", "H", "C", "H", "C", "C", "Cr", "H", "C", "C", "H", "H", "S", "H", "C", "C", "H", "H", "C", "H", "C", "C", "C", "C", "C", "C", "H", "C", "C", "C", "C", "H", "H", "C", "H", "B", "H", "H", "H", "H", "C", "C", "C", "C", "H", "H", "O", "H", "C", "H", "C", "C", "H", "H", "H", "C", "C", "H", "H", "O", "H", "C", "H", "C", "H", "H", "O", "C", "H"],
  "coordinates": [[4.49, 0.27, -0.04], [-1.05, -0.87, 4.29], [-6.42, 0.54, 1.47], [-8.29, 0.35, -1.96], [-1.89, -1.35, 3.79], [-5.53, 3.56, -2.65], [-3.83, -0.89, 1.06], [-5.14, 4.11, -1.42], [6.18, -1.07, 2.42], [0.97, 1.92, 2.49], [-1.08, -3.31, 2.45], [-6.18, 1.19, 0.52], [-5.12, 2.25, -2.94], [-6.05, 2.22, -1.04], [-1.14, 0.87, 2.54], [-0.01, -3.56, 2.48], [-7.38, 1.03, -1.71], [-4.13, 3.78, 0.48], [-5.49, 5.10, -1.13], [3.56, 0.59, 2.34], [-4.44, -3.54, 4.41], [-3.49, -1.33, 2.00], [-4.36, 3.37, -0.51], [-5.15, -2.64, 2.17], [-1.80, -2.19, 0.48], [0.35, -2.38, 0.16], [1.17, 1.34, 3.40], [6.20, -0.11, 1.89], [2.45, 0.69, 1.01], [-2.90, 1.38, 0.02], [0.10, 3.21, 0.16], [4.88, 0.20, 1.30], [3.12, 0.64, -0.20], [-1.32, -2.55, -1.18], [-3.84, 2.11, -0.86], [-3.84, -2.78, 3.89], [0.83, -2.57, 1.68], [1.16, 1.32, 1.20], [0.31, -3.53, 3.53], [-6.16, 4.13, -3.34], [-4.26, -2.27, 2.67], [0.44, 1.35, -0.86], [0.01, -0.51, 1.31], [2.59, -2.77, 2.89], [6.47, 0.68, 2.61], [-4.11, 0.47, -2.22], [-2.36, -2.63, 5.45], [-4.33, 1.52, -2.03], [0.60, 3.25, 2.54], [-2.08, 0.76, 0.68], [1.26, -3.08, -0.85], [-0.15, 4.96, 1.43], [0.86, -2.94, -1.87], [0.34, -0.94, 0.00], [2.91, -2.26, 1.20], [-7.62, 3.09, -0.43], [-0.33, 3.70, -0.72], [-1.10, -2.78, -0.12], [2.30, -2.92, 1.83], [2.65, 0.88, -1.15], [6.96, -0.16, 1.11], [1.26, -4.18, -0.65], [-1.38, 0.10, 1.78], [-2.67, -2.28, 4.46], [2.46, -3.98, 1.56], [2.29, -2.71, -0.82], [-8.66, 3.44, -0.04], [5.16, 0.04, -0.87], [0.16, 3.91, 1.37], [0.63, 3.78, 3.49], [0.53, 1.91, 0.07], [-1.28, -3.86, 0.04], [-5.45, 1.79, -3.86], [0.67, -1.27, 2.28], [-2.25, -0.93, 2.49], [0.14, -4.59, 2.11]]
}

[7]
{
  "formula": "C5H10NO2",
  "method": "the ωB97M-V functional and the def2-TZVPD basis",
  "e_above_lowest_kcal_mol": 26.4,
  "smiles": "NCCCCC(=O)[O-]",
  "homo_energy_ev": -3.69,
  "total_charge": -1,
  "elements": ["H", "N", "H", "C", "H", "C", "H", "H", "H", "O", "H", "C", "H", "H", "H", "C", "C", "O"],
  "coordinates": [[1.09, -0.47, 1.16], [2.96, 0.10, -1.62], [-0.75, -1.49, -0.18], [-1.04, -0.45, -0.30], [-0.23, 1.53, -0.19], [1.41, 0.00, 0.24], [-1.64, -0.35, -1.25], [2.67, 1.09, -1.45], [1.73, -1.52, -1.18], [-2.31, -0.76, 1.72], [2.12, 0.84, 0.51], [2.34, -0.81, -0.65], [3.05, -1.30, 0.04], [0.36, 0.52, -1.62], [3.05, -0.23, -2.55], [-2.01, 0.12, 0.90], [0.10, 0.51, -0.48], [-2.34, 1.30, 0.74]]
}

[8]
{
  "formula": "C24H61N3O8",
  "method": "the ωB97M-V functional and the def2-TZVPD basis",
  "e_above_lowest_kcal_mol": 56.4,
  "smiles": "COCCNCCOC.COCCNCCOC.COCCNCCOC.CC(C)O.CC(C)O",
  "homo_energy_ev": -8.70,
  "elements": ["H", "H", "H", "H", "C", "N", "C", "H", "H", "O", "C", "C", "H", "H", "C", "H", "H", "C", "H", "H", "H", "H", "H", "H", "C", "C", "H", "C", "H", "H", "N", "H", "H", "C", "C", "H", "C", "H", "C", "H", "C", "O", "H", "H", "H", "H", "C", "H", "H", "C", "O", "H", "H", "H", "C", "H", "O", "H", "C", "H", "C", "H", "H", "H", "H", "H", "H", "N", "C", "H", "O", "H", "H", "C", "O", "H", "H", "H", "H", "H", "C", "H", "H", "H", "H", "H", "H", "H", "O", "H", "H", "C", "O", "H", "C", "H"],
  "coordinates": [[5.36, 28.72, 35.00], [7.67, 25.82, 35.52], [19.89, 24.84, 31.42], [11.95, 30.44, 30.68], [19.19, 25.71, 31.61], [10.92, 24.57, 33.95], [7.79, 24.94, 36.21], [11.65, 26.27, 34.30], [11.01, 23.77, 29.46], [11.80, 28.49, 31.34], [13.22, 29.02, 34.78], [9.04, 27.88, 34.34], [19.40, 27.81, 31.13], [12.98, 24.61, 33.38], [11.88, 24.40, 29.40], [11.70, 30.26, 32.38], [7.93, 25.35, 37.18], [11.80, 25.01, 31.67], [17.50, 24.16, 32.81], [10.10, 29.33, 30.55], [18.22, 26.84, 32.79], [16.44, 26.70, 34.03], [10.67, 28.36, 33.47], [20.72, 27.12, 32.08], [22.00, 26.13, 30.09], [20.04, 26.91, 31.26], [12.64, 24.07, 37.65], [13.00, 27.49, 35.01], [13.30, 29.95, 31.70], [14.94, 25.15, 37.82], [9.66, 28.54, 33.28], [13.55, 29.14, 33.72], [13.95, 26.67, 32.16], [12.21, 29.83, 31.51], [14.94, 27.16, 31.93], [11.95, 23.29, 32.95], [10.11, 24.60, 36.19], [18.39, 25.65, 30.88], [10.42, 28.39, 30.90], [13.81, 26.91, 34.63], [16.09, 23.55, 37.20], [8.84, 24.01, 35.86], [12.16, 24.53, 35.54], [10.07, 25.66, 36.15], [14.00, 29.47, 35.34], [12.29, 26.21, 36.61], [17.62, 25.08, 33.36], [9.78, 27.93, 35.19], [11.83, 27.78, 36.86], [12.00, 24.36, 33.01], [20.81, 26.80, 30.06], [6.02, 29.72, 36.40], [8.85, 26.85, 34.10], [8.55, 27.61, 31.68], [11.20, 24.16, 35.24], [11.28, 23.07, 35.28], [16.17, 26.42, 32.08], [5.27, 28.16, 36.79], [16.32, 25.92, 33.36], [22.69, 26.40, 30.88], [9.56, 27.81, 32.02], [13.36, 22.67, 37.10], [12.48, 23.98, 28.50], [16.07, 22.81, 36.45], [15.43, 25.31, 33.62], [16.45, 23.26, 38.17], [16.88, 24.20, 36.77], [18.68, 25.96, 32.96], [12.69, 27.18, 36.47], [22.44, 26.29, 29.16], [11.95, 27.19, 34.18], [14.30, 24.04, 35.40], [6.80, 24.51, 36.33], [5.86, 28.69, 36.03], [12.58, 24.42, 30.66], [10.38, 24.35, 37.19], [9.97, 26.82, 32.26], [7.26, 28.83, 33.88], [13.60, 27.30, 37.03], [11.50, 25.38, 29.17], [14.81, 24.28, 37.27], [12.32, 29.61, 34.88], [10.74, 24.90, 31.39], [21.71, 25.07, 30.26], [10.29, 27.68, 30.07], [14.92, 28.09, 32.50], [10.13, 24.00, 33.66], [17.75, 24.82, 34.40], [7.10, 28.05, 35.86], [8.16, 29.62, 35.05], [13.70, 23.12, 38.75], [13.57, 23.53, 37.76], [14.55, 24.75, 35.97], [11.95, 26.09, 31.59], [7.82, 28.62, 34.76], [14.84, 27.58, 30.93]]
}

Per-record maximum force, hartree/bohr: 0.16050 0.05451 0.09072 0.00235 0.01722 0.10904 0.05327 0.06098
Per-record total energy, a.u.: -17436.08992 -1721.06051 -1481.63137 -2362.82658 -1539.72350 -3196.16028 -401.78474 -1716.94707